[1]
C19H36N5O2OsPS6 | ωB97M-V/def2-TZVPD

```
! RIJCOSX wB97M-V def2-TZVPD def2/J DEFGRID3
* xyz 2 5
Os 0.2191 0.0061 1.6313
C -1.6580 -4.7977 2.7269
S -0.7268 -3.9742 4.0274
C -0.3611 -2.4328 3.3606
S -0.8879 -2.0105 1.6937
N 0.2761 -1.6373 4.1726
N 0.5908 -0.4275 3.6053
C 1.1974 0.4682 4.3003
C 1.5228 1.7256 3.6106
C 2.1357 2.7744 4.2693
C 2.4214 3.9365 3.5608
C 2.0786 4.0112 2.2230
C 1.4671 2.9197 1.6222
N 1.1962 1.7988 2.2894
H -1.9151 -5.7658 3.1531
H -1.0475 -4.9484 1.8407
H -2.5752 -4.2646 2.4926
H 1.4590 0.2895 5.3373
H 2.3859 2.6803 5.3163
H 2.9046 4.7687 4.0530
H 2.2753 4.8998 1.6417
H 1.1832 2.9305 0.5774
C 3.8680 -1.4113 -2.3417
N 3.1655 -1.3904 -1.0623
C 3.4150 -0.7058 0.0507
S 2.6117 -1.2004 1.5016
N 4.2762 0.3052 0.1279
C 5.1667 0.8876 -0.8735
H 3.3003 -2.0643 -2.9978
H 4.8720 -1.8213 -2.2447
H 3.9090 -0.4250 -2.7957
H 2.4965 -2.1333 -0.9054
H 4.3683 0.6537 1.0702
H 5.7924 0.1350 -1.3454
H 5.8196 1.5812 -0.3511
H 4.6099 1.4421 -1.6275
C -2.1153 2.8628 3.1181
S -2.1620 1.0712 2.9391
C -3.5216 0.8892 1.7806
H -2.0583 3.3472 2.1445
H -1.2311 3.1160 3.7008
H -2.9948 3.2117 3.6555
H -4.4645 1.1120 2.2756
H -3.5251 -0.1478 1.4479
H -3.3818 1.5461 0.9258
C -3.4800 1.0851 -2.1017
C -3.8303 -0.2836 -1.5697
C -4.4656 -1.1980 -2.5903
O -2.6378 -0.9826 -0.9981
P -1.1589 -0.9767 -1.4494
S -0.3547 -2.7635 -0.9659
S -0.1044 0.5606 -0.5969
O -1.1847 -0.7519 -2.9936
C -0.0438 -0.7827 -3.9281
C -0.0757 -2.1076 -4.6495
C -0.2221 0.4106 -4.8339
H -4.4072 1.5682 -2.4119
H -2.8322 1.0225 -2.9751
H -3.0034 1.7119 -1.3519
H -4.4663 -0.1991 -0.6879
H -3.9026 -1.2034 -3.5221
H -5.4755 -0.8441 -2.7994
H -4.5396 -2.2140 -2.2091
H 0.8577 -0.6680 -3.3179
H -1.0236 -2.2318 -5.1720
H 0.0587 -2.9503 -3.9712
H 0.7194 -2.1323 -5.3955
H -1.1618 0.3371 -5.3804
H 0.5900 0.4414 -5.5588
H -0.2138 1.3404 -4.2684
*
```

Values from the calculation:
frontier orbital gap (alpha / beta)	5.8 / 5.3	eV
energy above the lowest of the compared OMol25 structures with the same formula, charge and spin	5.01	kcal/mol
HOMO level (alpha / beta)	-12.2727 / -13.6568	eV
<S²>	6.03
M	780.14	Da
energy	-108588.5098	eV
LUMO level (alpha / beta)	-0.237 / -0.306	Eh

List of Mulliken charges in e, atom by atom:
1 Os 1.229
2 C -0.837
3 S 0.050
4 C 0.285
5 S -0.347
6 N -1.483
7 N 0.765
8 C -0.667
9 C 0.866
10 C -0.770
11 C -0.522
12 C -0.834
13 C -0.345
14 N 0.147
15 H 0.387
16 H 0.287
17 H 0.290
18 H 0.503
19 H 0.553
20 H 0.472
21 H 0.518
22 H 0.538
23 C -1.174
24 N 0.047
25 C 0.708
26 S -0.425
27 N -0.148
28 C -1.040
29 H 0.358
30 H 0.370
31 H 0.398
32 H 0.184
33 H 0.246
34 H 0.353
35 H 0.358
36 H 0.336
37 C -0.895
38 S 0.250
39 C -0.691
40 H 0.249
41 H 0.311
42 H 0.415
43 H 0.503
44 H 0.182
45 H 0.110
46 C -1.154
47 C 0.560
48 C -1.443
49 O -0.200
50 P 0.004
51 S -0.192
52 S -0.403
53 O 0.095
54 C 1.033
55 C -1.397
56 C -1.428
57 H 0.495
58 H 0.223
59 H 0.182
60 H 0.416
61 H 0.230
62 H 0.463
63 H 0.364
64 H -0.152
65 H 0.325
66 H 0.306
67 H 0.461
68 H 0.294
69 H 0.513
70 H 0.316

[2]
C38H27N3O6P | ωB97M-V/def2-TZVPD

```
! RIJCOSX wB97M-V def2-TZVPD def2/J DEFGRID3
* xyz 1 1
N 4.5292 -3.1278 3.5215
P 4.3060 -1.8031 2.6300
O 5.2073 -0.4915 3.2792
O 4.9339 -2.1781 1.0755
C 2.4449 -1.4638 2.6075
C 1.6812 -1.4724 1.2251
C 0.1262 -1.2376 1.1620
C -0.5693 -0.9878 2.5200
C -2.1620 -0.7659 2.6826
C -2.8681 -1.7907 3.5450
C -4.3835 -1.6484 3.8088
C -4.9468 -0.4000 3.1037
C -4.0254 0.4605 2.2521
N -2.6353 0.3706 1.9756
N 0.1752 -0.9573 3.7783
C 1.5904 -1.1707 3.8590
H 5.1523 -2.9118 4.3226
H 6.1193 -0.8630 3.3508
H 4.2653 -2.7523 0.6226
H 2.3189 -1.6869 0.3044
H -0.4553 -1.2503 0.1871
H -2.2905 -2.6626 4.0007
H -4.9514 -2.3723 4.4750
H -6.0487 -0.1260 3.2192
H -4.5411 1.3625 1.7241
H -0.3394 -0.7836 4.6628
H 2.1137 -1.1651 4.8699
C -12.5638 3.7573 -0.9590
C -12.6927 3.1884 0.3062
C -11.5850 3.0868 1.1405
C -10.3402 3.5438 0.7065
C -10.2063 4.0913 -0.5701
C -11.3237 4.2078 -1.3981
C -8.8822 4.5347 -1.0618
O -8.7642 5.0161 -2.1746
C -7.7008 4.3758 -0.1830
C -6.4367 4.7358 -0.6536
C -5.3234 4.6023 0.1694
C -5.4696 4.1182 1.4679
C -6.7263 3.7536 1.9381
C -7.8432 3.8726 1.1096
C -9.1709 3.4478 1.6081
O -9.2975 3.0196 2.7433
H -13.4307 3.8446 -1.6059
H -13.6585 2.8257 0.6430
H -11.6929 2.6473 2.1271
H -11.2287 4.6450 -2.3869
H -6.3164 5.1167 -1.6630
H -4.3408 4.8778 -0.2003
H -4.6013 4.0211 2.1125
H -6.8332 3.3725 2.9492
C 7.2789 -4.3460 -6.2755
C 8.4677 -3.9004 -6.8491
C 9.3845 -3.1858 -6.0859
C 9.1093 -2.9040 -4.7476
C 7.9077 -3.3292 -4.1798
C 6.9976 -4.0613 -4.9439
C 7.5814 -2.9943 -2.7751
O 6.5319 -3.3687 -2.2760
C 8.5434 -2.1906 -1.9877
C 8.2241 -1.8187 -0.6815
C 9.1266 -1.0749 0.0713
C 10.3548 -0.7079 -0.4744
C 10.6745 -1.0720 -1.7778
C 9.7646 -1.8061 -2.5403
C 10.0994 -2.1582 -3.9386
O 11.1715 -1.8341 -4.4185
H 6.5681 -4.9115 -6.8694
H 8.6807 -4.1122 -7.8919
H 10.3113 -2.8458 -6.5370
H 6.0673 -4.4066 -4.5043
H 7.2702 -2.1040 -0.2487
H 8.8738 -0.7822 1.0855
H 11.0619 -0.1336 0.1156
H 11.6309 -0.7791 -2.1993
*
```

Values from the calculation:
frontier orbital gap	6.1	eV
HOMO level	-11.1489	eV
M	652.62	Da
energy	-65877.2273	eV
LUMO level	-0.185	Eh

List of Mulliken charges in e, atom by atom:
1 N -0.653
2 P 0.743
3 O -0.525
4 O -0.345
5 C 0.220
6 C -0.159
7 C -0.578
8 C 0.367
9 C 0.269
10 C -0.397
11 C -0.463
12 C -0.360
13 C -0.070
14 N -0.431
15 N -0.030
16 C -0.292
17 H 0.237
18 H 0.348
19 H 0.293
20 H 0.258
21 H 0.389
22 H 0.338
23 H 0.387
24 H 0.360
25 H 0.335
26 H 0.357
27 H 0.394
28 C -0.467
29 C -0.470
30 C -0.548
31 C 0.252
32 C 0.185
33 C -0.564
34 C 0.595
35 O -0.655
36 C 0.189
37 C -0.613
38 C -0.483
39 C -0.604
40 C -0.676
41 C 0.307
42 C 0.573
43 O -0.677
44 H 0.399
45 H 0.401
46 H 0.457
47 H 0.465
48 H 0.475
49 H 0.407
50 H 0.525
51 H 0.531
52 C -0.478
53 C -0.461
54 C -0.551
55 C 0.168
56 C 0.168
57 C -0.509
58 C 0.522
59 O -0.699
60 C 0.151
61 C -0.577
62 C -0.402
63 C -0.521
64 C -0.613
65 C 0.385
66 C 0.592
67 O -0.656
68 H 0.395
69 H 0.402
70 H 0.465
71 H 0.441
72 H 0.531
73 H 0.385
74 H 0.387
75 H 0.478

[3]
C3H3NO2 | ωB97M-V/def2-TZVPD

```
! RIJCOSX wB97M-V def2-TZVPD def2/J DEFGRID3
* xyz 0 1
C -1.6910 -0.1318 0.2935
O -0.8551 0.3542 -0.4297
C 1.6678 1.2155 -1.4774
O 1.3866 2.0444 -2.1980
C 1.4329 -1.1237 0.9517
N 1.5306 -1.8768 1.8204
H 1.3278 -0.4139 0.1483
H -1.4184 -0.7272 1.1850
H -2.7711 -0.0049 0.0937
*
```

Values from the calculation:
frontier orbital gap	11.2	eV
energy above the lowest of the compared OMol25 structures with the same formula, charge and spin	55.61	kcal/mol
HOMO level	-10.8644	eV
M	85.06	Da
energy	-8742.7196	eV
LUMO level	0.013	Eh

List of Mulliken charges in e, atom by atom:
1 C -0.079
2 O -0.365
3 C 0.046
4 O -0.130
5 C 0.399
6 N -0.375
7 H 0.069
8 H 0.179
9 H 0.257